A) Below is a 2-piece molecular cluster, C2H4O4 overall, with properties calculated with ωB97M-V with the def2-TZVPD basis set.

For the LUMO energy, the calculation gives 0.560 eV. Its charge is 0. The value obtained for the frontier orbital gap is 0.3261 Ha.

Last column: Löwdin charge in e.
CARTESIAN COORDINATES (ANGSTROEM)
O -1.63281 -0.65901 0.01282  0.060
H 1.72441 1.40639 -0.80487  0.104
O 1.68980 0.74191 -0.08235  -0.065
O 0.52748 0.31836 1.77931  0.017
C 0.65167 1.15385 0.78468  -0.215
C -0.91824 0.05179 -0.82361  -0.309
H -0.71781 -1.64956 -1.60276  0.137
H -1.90248 -0.20363 0.78418  0.084
O -0.49660 -0.69553 -1.73736  0.082
H 1.07458 -0.46458 1.68995  0.105

B) Below is one molecule with the formula C2H4O4, with properties calculated with ωB97M-V with the def2-TZVPD basis set.

For the LUMO energy (alpha / beta), the calculation gives -2.598 / -1.842 eV. Its charge is 0. The value obtained for the frontier orbital gap (alpha / beta) is 0.2717 / 0.3041 Ha.

Last column: Löwdin charge in e.
CARTESIAN COORDINATES (ANGSTROEM)
O 0.76270 0.46155 -1.26262  0.113
O 0.50158 -1.40835 0.11610  0.053
O -1.64766 0.25898 -0.44994  0.026
H 1.09740 -1.93551 -0.44122  0.129
C 0.91533 -0.08545 -0.05223  -0.802
H -0.56281 1.83221 0.24829  0.137
H -1.71577 -0.69637 -0.29664  0.117
C -0.62065 0.75084 0.32592  -0.043
O 1.99540 0.35377 0.43553  0.126
H -0.72552 0.46833 1.37681  0.145

Question: of the structures shown, which is the least stable? Reply: B).